Model a:
The following is a DFT calculation (ωB97M-V/def2-TZVPD) of C3H7IOS as an isolated structure.

Summary:
charge = 0
2S+1 = 1
Kohn-Sham gap (alpha / beta) = 7.6 / 8.6 eV
E_HOMO (alpha / beta) = -8.287 / -9.292 eV

Positions of all 13 atoms, in Å:
I 2.85 -0.48 -0.02
S 1.28 2.36 0.09
O -1.27 0.81 -0.20
C 1.00 0.71 0.16
C -0.15 0.05 -0.57
C -0.41 -1.42 -0.16
H -0.18 -1.74 0.84
H -1.44 -1.56 -0.40
H 0.08 -1.99 -0.85
H -0.09 0.08 1.85
H 0.09 2.78 0.40
H -0.18 0.12 -1.71
H -1.58 0.28 0.58


Model b:
The following is a DFT calculation (ωB97M-V/def2-TZVPD) of an isolated molecule of C3H7IOS.

Summary:
SMILES = C[C@@H](O)[C@H](S)I
charge = 0
2S+1 = 1
Kohn-Sham gap = 9.4 eV
E_HOMO = -9.118 eV

Positions of all 13 atoms, in Å:
I -2.95 -0.26 -0.19
S -0.46 2.04 0.17
O -0.03 -0.54 1.68
C 1.57 -0.37 -0.23
C -0.83 0.37 -0.44
C 0.12 -0.70 0.34
H -0.76 0.20 -1.44
H 2.04 -1.31 -0.75
H 1.58 0.46 -1.04
H -0.77 -0.94 2.17
H -1.34 2.70 -0.72
H -0.28 -1.72 -0.13
H 2.12 0.08 0.58


model b is favored, and the nearest alternative lies 0.1225 hartree above it.